No. 1
{
  "formula": "C31H62Br10O7",
  "method": "ωB97M-V/def2-TZVPD",
  "symbols": ["C", "C", "C", "O", "H", "H", "H", "H", "H", "H", "C", "C", "C", "O", "H", "H", "H", "H", "H", "H", "C", "C", "C", "O", "H", "H", "H", "H", "H", "H", "C", "C", "C", "O", "H", "H", "H", "H", "H", "H", "C", "C", "C", "O", "H", "H", "H", "H", "H", "H", "C", "C", "C", "O", "H", "H", "H", "H", "H", "H", "C", "C", "C", "O", "H", "H", "H", "H", "H", "H", "Br", "C", "C", "Br", "H", "H", "H", "H", "Br", "C", "C", "Br", "H", "H", "H", "H", "Br", "C", "C", "Br", "H", "H", "H", "H", "Br", "C", "C", "Br", "H", "H", "H", "H", "Br", "C", "C", "Br", "H", "H", "H", "H"],
  "positions_angstrom": [[-15.088, 1.635, -19.497], [-15.874, 2.439, -20.582], [-16.093, 3.921, -20.242], [-16.433, 1.916, -21.564], [-15.553, 1.578, -18.513], [-14.152, 2.176, -19.353], [-14.910, 0.640, -19.905], [-16.961, 3.980, -19.586], [-16.220, 4.515, -21.148], [-15.313, 4.381, -19.635], [-15.367, -6.835, -13.649], [-15.062, -7.282, -12.242], [-15.319, -8.753, -11.952], [-14.701, -6.547, -11.389], [-16.439, -6.644, -13.703], [-15.014, -7.441, -14.483], [-14.912, -5.858, -13.807], [-16.178, -9.076, -12.539], [-15.536, -8.917, -10.896], [-14.481, -9.323, -12.352], [-18.869, -2.792, -19.455], [-18.903, -2.190, -20.870], [-18.104, -0.889, -21.029], [-19.494, -2.791, -21.798], [-19.447, -3.710, -19.350], [-19.105, -2.066, -18.677], [-17.828, -3.030, -19.238], [-18.504, -0.343, -20.175], [-18.227, -0.503, -22.041], [-17.062, -1.173, -20.881], [-13.862, -0.342, -14.727], [-14.158, 0.849, -15.472], [-14.884, 1.990, -14.795], [-13.830, 0.992, -16.607], [-12.809, -0.589, -14.866], [-14.513, -1.199, -14.901], [-14.177, -0.153, -13.701], [-15.888, 1.680, -14.505], [-14.997, 2.794, -15.521], [-14.362, 2.251, -13.875], [-16.625, -4.070, -9.687], [-16.239, -3.060, -10.689], [-15.344, -3.503, -11.814], [-16.600, -1.906, -10.580], [-16.301, -5.041, -10.062], [-17.691, -4.139, -9.470], [-16.065, -3.833, -8.782], [-14.940, -2.626, -12.320], [-16.030, -4.057, -12.455], [-14.543, -4.199, -11.567], [-12.327, 1.175, -22.030], [-13.321, 0.621, -23.049], [-14.236, -0.523, -22.633], [-13.335, 1.059, -24.190], [-12.217, 2.259, -22.001], [-11.354, 0.701, -22.161], [-12.758, 1.065, -21.036], [-13.653, -1.161, -21.968], [-14.570, -1.028, -23.540], [-15.145, -0.066, -22.243], [-19.534, -7.600, -18.628], [-18.665, -6.789, -17.717], [-18.705, -7.170, -16.195], [-18.068, -5.766, -18.032], [-19.766, -8.537, -18.121], [-19.003, -7.815, -19.556], [-20.414, -6.998, -18.851], [-19.699, -6.930, -15.818], [-17.969, -6.751, -15.509], [-18.578, -8.250, -16.122], [-14.604, -2.215, -19.622], [-15.072, -2.191, -17.674], [-15.470, -3.596, -17.253], [-16.011, -3.536, -15.312], [-15.780, -1.366, -17.597], [-14.164, -1.879, -17.159], [-14.704, -4.357, -17.396], [-16.292, -4.013, -17.834], [-19.704, -0.438, -14.287], [-18.909, -0.295, -16.036], [-19.309, 1.148, -16.461], [-18.662, 1.495, -18.338], [-19.408, -1.036, -16.660], [-17.834, -0.472, -16.075], [-18.731, 1.774, -15.782], [-20.371, 1.316, -16.282], [-9.867, -4.995, -18.887], [-11.775, -5.003, -19.523], [-11.945, -4.274, -20.855], [-11.222, -2.466, -20.652], [-12.348, -4.482, -18.756], [-12.023, -6.048, -19.707], [-12.949, -4.243, -21.277], [-11.267, -4.681, -21.606], [-8.241, -5.244, -15.461], [-10.184, -5.098, -15.143], [-10.784, -3.755, -15.458], [-12.731, -3.898, -15.214], [-10.299, -5.356, -14.090], [-10.762, -5.865, -15.659], [-10.572, -3.541, -16.506], [-10.418, -2.954, -14.816], [-14.830, -6.416, -20.074], [-15.152, -8.066, -19.021], [-15.147, -7.660, -17.509], [-13.355, -7.026, -16.940], [-14.406, -8.804, -19.318], [-16.134, -8.427, -19.327], [-15.227, -8.590, -16.946], [-15.838, -6.858, -17.250]],
  "forces_ev_per_a": [[-0.2, 0.5, -1.7], [-1.5, -0.8, 0.0], [0.4, -0.3, -0.3], [1.7, 1.1, 2.2], [-0.3, 0.2, -0.2], [0.2, -0.2, 0.1], [0.1, 0.0, 0.3], [-0.4, -0.1, -0.3], [-0.3, -0.1, 0.1], [0.4, -0.3, -0.2], [0.4, 1.3, -0.1], [-0.7, -2.2, -1.2], [-0.5, 0.3, -0.5], [0.7, 1.5, 1.4], [-0.2, -0.3, -0.2], [-0.2, -0.5, 0.3], [0.1, 0.0, 0.1], [-0.1, -0.1, 0.0], [0.4, -0.1, -0.1], [0.2, -0.1, 0.4], [0.3, 0.2, -0.4], [-1.0, -1.8, -1.9], [-1.0, -1.9, -0.1], [1.5, 1.8, 2.4], [-0.1, 0.2, -0.2], [-0.4, 0.1, -0.1], [0.2, -0.2, -0.1], [0.5, 0.8, -0.5], [-0.2, 0.4, 0.4], [0.1, 0.3, 0.2], [-0.2, -1.3, 2.0], [-1.3, 1.7, 0.1], [-0.3, -0.3, 0.0], [0.8, -0.1, -2.3], [-0.2, -0.3, 0.3], [0.2, -0.1, -0.9], [0.9, 0.0, 0.5], [-0.1, -0.2, 0.2], [0.3, 0.1, 0.3], [0.0, 0.3, -0.1], [0.0, -1.3, 0.1], [0.3, 1.2, 0.1], [-0.1, 0.3, -0.1], [0.0, -0.1, -0.3], [0.0, -0.2, 0.3], [0.1, 0.4, 0.0], [-0.1, -0.1, 0.2], [-0.2, -0.1, -0.1], [0.1, -0.1, -0.4], [-0.2, 0.1, 0.3], [-1.0, 0.3, 0.8], [0.3, 0.7, -1.4], [0.5, 0.7, -0.8], [-0.1, -0.4, 1.0], [0.1, 0.1, -1.1], [-0.1, -0.1, 0.3], [0.4, -0.9, 0.3], [-0.5, -0.1, 0.2], [0.3, -0.2, 0.0], [0.1, -0.1, 0.7], [0.6, -0.2, 0.1], [0.7, 2.0, 2.1], [0.0, -0.8, -0.9], [-0.4, -1.4, -0.4], [-0.4, 0.1, -0.2], [-0.1, 0.1, -0.1], [-0.1, -0.2, 0.0], [-0.1, 0.0, 0.0], [0.1, 0.6, -0.6], [-0.2, -0.2, 0.1], [-0.4, -0.2, 1.0], [0.8, -0.2, -0.5], [-0.8, 0.1, -0.2], [0.0, -0.1, -1.2], [-0.4, -0.5, 0.1], [0.0, 0.0, -0.2], [0.5, 0.4, 0.5], [-0.5, 0.4, 0.4], [0.3, -0.4, 0.5], [-1.1, 0.8, -1.2], [1.5, -1.0, 0.3], [-0.7, 0.0, 1.3], [0.1, 0.0, 0.1], [-0.1, 0.1, 0.4], [-0.2, 0.5, -0.4], [0.1, 0.1, -0.7], [-1.0, -0.2, -0.3], [0.4, 0.3, -0.8], [1.6, 0.2, 0.1], [-0.3, 0.2, -0.3], [0.0, -0.5, 0.1], [-0.1, 0.2, 0.6], [0.0, 0.1, 0.5], [-0.2, -0.2, 0.0], [-0.8, 0.2, -0.1], [-0.3, -0.6, 1.0], [0.5, 0.0, -0.3], [0.7, 0.3, 0.1], [0.1, 0.2, 0.0], [0.6, -0.1, -0.5], [-0.3, 0.3, 0.1], [-0.1, -0.1, -0.1], [-0.3, -0.6, 0.1], [-0.1, 1.4, 0.7], [1.2, -1.0, -1.2], [-0.5, -0.2, -0.3], [0.1, 0.3, 0.3], [0.0, 0.1, 0.1], [-0.5, 0.3, 0.2], [-0.1, -0.4, -0.1]],
  "mulliken_charge": [-0.15, 0.70, -1.26, -0.56, 0.30, 0.42, -0.42, 0.24, 0.37, 0.36, -0.22, 0.56, -1.25, -0.53, 0.15, 0.39, -0.21, 0.34, 0.35, 0.32, 0.19, 0.51, 0.07, -0.63, 0.27, -0.20, -0.22, -0.21, 0.34, -0.11, -0.28, 0.63, -1.34, -0.50, 0.23, -0.16, 0.41, 0.29, 0.34, 0.41, -0.80, 0.43, 0.04, -0.60, 0.12, 0.33, 0.26, 0.08, -0.16, 0.36, -0.72, 0.49, 0.38, -0.61, 0.32, 0.31, 0.03, -0.41, 0.43, -0.21, -1.27, 0.83, -0.90, -0.43, 0.41, 0.33, 0.34, 0.45, -0.14, 0.42, -0.18, -0.41, 0.36, -0.28, 0.17, 0.48, -0.24, 0.12, -0.09, -0.40, -0.64, -0.18, 0.24, 0.09, 0.38, 0.50, -0.15, -0.18, -0.61, -0.15, -0.13, 0.38, 0.31, 0.50, -0.16, -0.60, -0.39, 0.01, 0.45, 0.09, 0.20, 0.43, -0.14, -0.67, -0.45, -0.09, 0.47, 0.38, 0.56, -0.04],
  "homo_ev": -9.013,
  "smiles": "CC(C)=O.CC(C)=O.CC(C)=O.CC(C)=O.CC(C)=O.CC(C)=O.CC(C)=O.BrCCBr.BrCCBr.BrCCBr.BrCCBr.BrCCBr",
  "charge": 0,
  "energy_ha": -27485.14205,
  "orbital_gap_ev": 8.84
}

***

No. 2
{
  "formula": "CH3O3S2",
  "method": "ωB97M-V/def2-TZVPD",
  "symbols": ["C", "S", "S", "O", "O", "O", "H", "H", "H"],
  "positions_angstrom": [[0.625, 0.012, -0.222], [0.262, -0.308, -1.977], [-0.402, 2.057, -2.121], [0.674, 2.521, -1.260], [-1.718, 2.112, -1.500], [-0.371, 2.272, -3.556], [-0.103, 0.810, 0.015], [1.642, 0.280, -0.019], [0.245, -0.912, 0.283]],
  "forces_ev_per_a": [[-2.3, -1.1, 0.0], [-0.4, 1.9, -0.2], [0.2, -2.4, 0.0], [-0.3, 0.8, -0.9], [0.5, 0.0, -0.3], [0.2, 0.5, 0.7], [0.8, -0.5, 0.5], [0.4, 0.1, 0.2], [0.8, 0.7, 0.1]],
  "nbo_charge": [-0.75, -0.30, 2.33, -0.97, -0.97, -0.96, 0.24, 0.20, 0.19],
  "homo_ev": -4.292,
  "smiles": "CSS(=O)(=O)[O-]",
  "charge": -1,
  "energy_ha": -1062.05613,
  "orbital_gap_ev": 7.98
}

***

No. 3
{
  "formula": "C26H49O3S2Sn",
  "method": "ωB97M-V/def2-TZVPD",
  "symbols": ["C", "C", "O", "C", "C", "O", "C", "C", "O", "C", "S", "Sn", "C", "C", "C", "C", "C", "C", "C", "C", "C", "C", "C", "C", "S", "C", "C", "C", "C", "C", "C", "C", "H", "H", "H", "H", "H", "H", "H", "H", "H", "H", "H", "H", "H", "H", "H", "H", "H", "H", "H", "H", "H", "H", "H", "H", "H", "H", "H", "H", "H", "H", "H", "H", "H", "H", "H", "H", "H", "H", "H", "H", "H", "H", "H", "H", "H", "H", "H", "H", "H"],
  "positions_angstrom": [[-3.178, -1.366, -3.657], [-3.346, -0.158, -2.700], [-4.684, 0.337, -2.940], [-4.607, 1.771, -3.005], [-3.164, 2.073, -3.371], [-2.429, 0.868, -3.111], [-3.032, -0.410, -1.176], [-3.621, 0.805, -0.473], [0.656, 0.032, 2.000], [0.510, 0.996, 2.948], [1.602, 1.141, 4.160], [1.663, -1.558, 1.437], [2.547, -0.094, 0.138], [3.474, 0.958, 0.754], [4.882, 0.969, 0.133], [4.961, 1.274, -1.364], [2.965, -2.270, 3.029], [3.820, -3.230, 2.194], [3.909, -4.593, 2.865], [4.721, -5.590, 2.056], [0.006, -2.873, 1.103], [0.422, -4.326, 1.333], [0.675, -5.121, 0.049], [0.885, -6.610, 0.323], [-0.922, 1.926, 2.476], [0.010, 3.439, 1.965], [-4.115, 0.279, 0.835], [-4.715, -1.074, 0.448], [-5.088, -1.951, 1.631], [-6.485, -2.521, 1.627], [-4.257, -2.201, 2.664], [-3.635, -1.672, -0.518], [-3.437, -1.017, -4.672], [-2.142, -1.733, -3.648], [-3.871, -2.175, -3.395], [-5.324, 2.156, -3.759], [-4.833, 2.202, -2.015], [-3.078, 2.301, -4.450], [-2.686, 2.880, -2.788], [-1.919, -0.379, -1.018], [-2.857, 1.602, -0.354], [3.054, -0.873, -0.444], [1.742, 0.391, -0.429], [3.013, 1.956, 0.652], [3.561, 0.814, 1.847], [5.486, 1.706, 0.677], [5.338, -0.012, 0.319], [6.009, 1.249, -1.679], [4.421, 0.544, -1.974], [4.579, 2.272, -1.605], [3.485, -1.392, 3.430], [2.276, -2.732, 3.749], [3.437, -3.336, 1.148], [4.813, -2.774, 2.086], [4.373, -4.424, 3.843], [2.904, -4.988, 3.070], [4.875, -6.507, 2.628], [4.216, -5.861, 1.121], [5.705, -5.177, 1.811], [-0.848, -2.623, 1.743], [-0.230, -2.632, 0.059], [1.316, -4.392, 1.980], [-0.382, -4.820, 1.900], [-0.192, -4.984, -0.611], [1.538, -4.707, -0.492], [0.983, -7.169, -0.613], [1.793, -6.786, 0.914], [0.035, -7.026, 0.875], [-0.710, 4.266, 1.833], [0.777, 3.677, 2.735], [0.494, 3.270, 0.996], [-3.141, 0.174, 1.393], [-4.811, 0.895, 1.411], [-5.640, -0.989, -0.162], [-7.015, -2.158, 0.736], [-6.450, -3.621, 1.599], [-7.036, -2.206, 2.529], [-4.588, -2.884, 3.465], [-3.246, -1.765, 2.749], [-4.089, -2.373, -1.253], [-2.862, -2.166, 0.104]],
  "forces_ev_per_a": [[-0.1, 0.3, 0.5], [0.4, -0.1, -2.3], [1.1, 0.3, 0.3], [0.1, -0.4, 0.2], [0.8, 0.2, -0.9], [-1.1, -0.3, 0.5], [-1.7, 0.6, -0.7], [5.5, -2.8, 3.8], [-2.3, 2.8, 2.5], [1.5, -3.1, -1.9], [-0.8, 0.6, -0.1], [0.7, 0.6, 1.5], [0.1, -1.2, -0.7], [0.1, 0.0, 0.5], [-0.1, 0.0, 0.2], [0.1, 0.0, 0.0], [-1.1, 0.8, -1.2], [0.1, -0.1, 0.3], [0.3, 0.1, -0.1], [0.1, -0.2, 0.1], [0.5, 0.2, -0.4], [-0.1, -0.5, 0.1], [-0.1, 0.0, 0.1], [0.1, 0.0, -0.1], [0.1, 1.4, 0.2], [0.0, 0.2, 0.1], [-2.5, 0.4, -1.6], [0.0, -1.3, -0.1], [0.7, -0.2, 1.0], [-0.1, -0.1, -0.1], [-0.4, 0.1, -0.6], [-0.6, 0.4, 0.4], [0.2, -0.1, 0.6], [-0.3, 0.1, 0.1], [0.2, 0.2, -0.1], [0.3, -0.3, 0.7], [-0.3, 0.0, 0.2], [0.1, 0.0, 0.5], [-0.4, -0.2, -0.3], [-0.8, 0.6, -0.5], [-1.4, 1.0, -1.2], [0.5, 1.0, -0.9], [0.2, -0.6, -0.1], [0.1, -0.3, -0.1], [0.1, 0.1, -0.4], [0.0, -0.1, -0.1], [0.0, 0.1, 0.0], [-0.1, 0.0, 0.0], [0.0, 0.1, 0.1], [0.0, -0.1, 0.1], [-0.1, -0.5, 0.1], [0.6, 0.0, 0.0], [0.3, -0.3, 0.4], [-0.1, -0.3, -0.1], [0.0, -0.1, 0.0], [0.2, 0.1, -0.1], [0.0, 0.0, -0.1], [0.1, 0.1, 0.1], [-0.1, -0.1, 0.0], [0.4, 0.4, -0.1], [-0.4, -0.5, 0.1], [-0.4, 0.0, -0.2], [0.2, 0.0, -0.2], [0.1, -0.1, 0.0], [-0.1, 0.0, 0.1], [0.0, 0.1, 0.2], [-0.2, 0.0, -0.1], [0.1, 0.1, -0.1], [0.3, -0.4, 0.3], [-0.7, -0.1, -0.5], [0.0, -0.1, 0.3], [-0.3, 0.3, -0.4], [0.4, 0.2, 0.1], [0.6, 0.7, 0.4], [-0.1, -0.3, 0.3], [-0.2, 0.3, 0.0], [0.2, -0.2, -0.4], [0.3, 0.6, -0.4], [-0.5, -0.3, -0.1], [0.5, 0.4, 0.7], [-0.3, 0.1, -0.5]],
  "mulliken_charge": [-1.62, 1.08, -0.48, -0.25, -0.39, -0.45, 0.75, -0.48, -0.73, 0.34, -0.21, 1.11, -1.08, -0.07, -0.63, -1.20, -1.02, -0.28, -0.41, -1.41, -0.89, 0.20, -0.24, -1.30, -0.02, -0.86, -0.23, 0.17, 0.55, -1.34, -1.22, -0.79, 0.41, 0.33, 0.38, 0.40, 0.22, 0.32, 0.27, 0.32, 0.46, 0.56, 0.25, 0.27, 0.16, 0.41, 0.20, 0.39, 0.29, 0.30, 0.51, 0.44, 0.03, 0.55, 0.38, 0.30, 0.37, 0.26, 0.40, 0.03, 0.34, -0.65, 0.51, 0.35, 0.24, 0.37, 0.24, 0.35, 0.37, 0.34, 0.20, -0.09, 0.41, 0.31, 0.40, 0.33, 0.34, 0.37, 0.10, 0.40, -0.06],
  "homo_ev": [-10.447, -10.447],
  "charge": 1,
  "energy_ha": -2255.99095,
  "orbital_gap_ev": [3.60, 3.60]
}